(1)
Formula: C29H43BrClF6InNO15
Source: OMol25
Level of theory: ωB97M-V with the def2-TZVPD basis set

As for the charge: -1. As for the energy: -6137.53229 Ha.

Element x y z (Å)
C 3.8403 2.1489 -0.8284
C 4.1610 0.7467 -0.0394
C 3.3539 -0.5657 -0.6113
Br 2.4830 -0.2908 -2.3979
In 1.8790 -1.3721 0.9419
Cl 2.4101 -0.3713 3.1770
C -0.3025 -1.0218 0.3338
C -0.7325 0.5583 0.2781
C -0.6159 1.2632 -1.1969
C -1.2266 0.3865 -2.4400
C -2.0995 1.2416 -3.5331
N -2.3111 0.3003 -4.7347
C 2.0795 -3.6667 1.1224
O 1.0793 -4.2613 1.7838
C 3.4022 -4.4140 0.4885
F 3.1812 -4.4193 -1.0065
F 4.6645 -3.6039 0.6716
C 3.5806 -5.9844 0.9179
F 2.3337 -6.7991 0.8301
F 4.5158 -6.5869 -0.1052
C 4.2836 -6.2430 2.3728
F 5.7012 -6.6397 2.1476
F 3.5816 -7.4386 2.9736
C 4.1404 -5.0231 3.4546
O 5.2600 -4.2849 3.6809
O 2.9242 -4.6147 4.1735
H 2.7384 2.5636 -0.6344
H 4.5566 2.9733 -0.3471
H 4.0925 2.1355 -1.9752
H 5.3134 0.5401 -0.0582
H 3.8708 0.9086 1.0996
H 4.1647 -1.4275 -0.7681
H -0.4527 -1.6180 -0.6617
H -0.9773 -1.5755 1.1480
H -1.8838 0.6152 0.5838
H -0.1707 1.1997 1.1128
H -1.2726 2.2588 -1.1414
H 0.4933 1.6088 -1.3377
H -1.9724 -0.4093 -1.9632
H -0.3870 -0.1884 -3.0440
H -3.1707 1.5519 -3.1554
H -1.4338 2.1874 -3.8285
H -1.3304 0.1492 -5.1111
H -2.6235 -0.6133 -4.3388
H 2.4752 -5.4047 4.5956
C -0.7568 7.0079 2.1657
C -0.6334 6.3894 0.7846
C -1.3008 5.0543 0.6392
O -0.5749 4.4676 -0.4257
C 0.6761 5.0164 -0.3816
O 1.6307 4.6152 -1.0284
O 0.7178 6.0712 0.4865
H -1.1091 6.2852 2.9090
H 0.2004 7.4074 2.5162
H -1.4858 7.8247 2.1497
H -0.9769 7.1000 0.0229
H -2.3615 5.1391 0.3844
H -1.1928 4.4111 1.5200
C -3.5691 5.2178 -4.6690
C -4.2011 5.5738 -3.3352
C -3.3645 6.4680 -2.4694
O -3.8391 6.1621 -1.1708
C -4.2873 4.8719 -1.2233
O -4.5948 4.2061 -0.2472
O -4.3412 4.4244 -2.5135
H -2.5047 5.4729 -4.6998
H -3.6625 4.1491 -4.8877
H -4.0512 5.7781 -5.4767
H -5.2052 5.9859 -3.4935
H -3.5097 7.5287 -2.6949
H -2.2938 6.2362 -2.5040
C 1.4221 -9.0243 -0.4943
C 1.6591 -9.6622 -1.8515
C 1.7636 -8.6881 -2.9869
O 1.3834 -9.4778 -4.0991
C 0.5400 -10.4377 -3.6140
O -0.1324 -11.1832 -4.3088
O 0.5457 -10.4492 -2.2473
H 1.1295 -7.9727 -0.5806
H 0.6373 -9.5441 0.0647
H 2.3415 -9.0481 0.0997
H 2.5296 -10.3281 -1.8066
H 2.7781 -8.2995 -3.1166
H 1.0637 -7.8480 -2.9106
C -3.8034 1.6561 5.2967
C -3.0349 2.7034 4.5108
C -1.5432 2.5924 4.6200
O -1.1208 3.9170 4.3511
C -2.1446 4.7311 4.7477
O -2.0660 5.9459 4.8409
O -3.2668 4.0041 5.0305
H -3.1630 1.1260 6.0094
H -4.6315 2.1002 5.8586
H -4.2133 0.9007 4.6185
H -3.3661 2.7061 3.4651
H -1.1183 1.8950 3.8920
H -1.1954 2.3211 5.6234

Mulliken atomic charge list, values in e, 5 entries:
1. C -0.85
2. C -0.17
3. C -0.53
4. Br -0.23
5. In 1.04

(2)
Formula: C29H43Cl2F5N3O4SSiTi
Source: OMol25
Level of theory: ωB97M-V with the def2-TZVPD basis set

The spin multiplicity is 3. The expectation value of S² is 2.01. The energy above the lowest of the compared OMol25 structures with the same formula, charge and spin is 4.8471 eV. As for the charge: -1.

Element x y z (Å)
C -1.3182 0.6453 3.8525
C -2.6000 0.7234 3.0774
H -0.9516 1.6196 4.2167
H -0.5203 0.1698 3.2872
H -1.5029 0.0127 4.7306
C -3.6695 1.3684 3.6000
C -3.6795 2.2008 4.8189
H -4.6580 1.1167 3.2204
H -2.8543 2.9167 4.8237
H -3.5872 1.5649 5.7069
H -4.6136 2.7667 4.9128
Ti -0.0284 -1.0447 0.5668
Cl -1.3134 -3.0361 0.7052
C -0.4273 -1.8468 -2.2881
O -0.1979 -0.9014 -1.4533
N -0.5969 -1.5761 -3.5617
C -0.2779 -0.2548 -4.0890
C -1.2498 -2.5390 -4.4112
H -0.5067 -2.8664 -1.8955
H 0.7875 -0.0259 -3.9595
H -0.8777 0.5367 -3.6272
H -0.5013 -0.2940 -5.1494
H -0.7650 -3.5113 -4.3497
H -1.1995 -2.1748 -5.4252
H -2.3009 -2.6683 -4.1414
H 3.6457 -2.0912 -3.4313
H 6.3313 -2.3539 -1.3802
C 4.1804 -1.1703 -3.1661
C 6.0136 -1.3103 -1.4971
N 4.6068 -1.2220 -1.7824
H 3.5107 -0.3195 -3.3298
C 3.6991 -1.0895 -0.8115
O 2.5008 -0.8312 -1.0544
H 6.2489 -0.7854 -0.5673
H 4.0707 -1.2466 0.2207
H 5.0796 -1.0753 -3.7708
H 6.5663 -0.8632 -2.3233
H 4.8087 2.4364 1.5352
H 1.4361 2.6442 3.1928
C 3.9736 3.0032 1.0931
C 1.8585 3.2699 2.4021
N 2.6619 2.4556 1.4878
H 4.0857 2.9683 -0.0003
C 2.2239 1.2901 1.0192
O 1.0743 0.7657 1.2078
H 1.0535 3.7713 1.8565
H 2.9358 0.8167 0.3287
H 4.0355 4.0395 1.4380
H 2.5127 4.0323 2.8344
O -1.3805 -0.4791 1.4285
C -2.7113 -0.1577 1.8699
C -4.6711 1.5014 0.9643
C -3.9664 0.2616 0.9563
H -4.3179 2.3877 1.5010
C -5.9409 1.6260 0.3853
H -3.0046 -1.1538 2.2692
C -4.6411 -0.8265 0.4248
H -6.4823 2.5650 0.4151
C -6.5991 0.5101 -0.1278
C -5.9337 -0.7099 -0.0791
H -4.1638 -1.8015 0.5413
H -7.6025 0.5775 -0.5437
H -6.4364 -1.6208 -0.3873
Si -2.2221 2.9458 -0.9236
Cl -2.1380 3.4725 1.0380
C -3.6677 3.9546 -1.3320
C -2.8722 1.1608 -1.6215
C -0.4518 2.5889 -1.3816
H -4.2346 3.3246 -2.0184
H -3.1210 4.7922 -1.7367
H -4.2541 4.1924 -0.4311
H 0.2480 2.9365 -0.6166
H -0.2996 3.1470 -2.3125
H -0.1718 1.5416 -1.5793
H -3.8587 0.8616 -1.3074
H -2.2621 0.2397 -1.5516
H -2.9806 1.3453 -2.7186
F 6.5886 -5.3392 0.1199
C 5.4260 -4.7489 0.4727
C 4.4086 -4.5704 -0.4698
F 4.6186 -4.9572 -1.7517
C 3.2155 -3.9557 -0.0922
F 2.2422 -3.8595 -1.0243
C 3.0085 -3.4072 1.1972
S 1.6512 -2.4574 1.7275
C 4.0397 -3.6915 2.1201
F 3.8592 -3.3180 3.3979
C 5.2174 -4.3408 1.7871
F 6.1588 -4.5747 2.7208

Mulliken atomic charge list, values in e, 5 entries:
1. C -1.37
2. C 0.90
3. H 0.26
4. H -0.01
5. H 0.28

(3)
Formula: C29H43Cl2F5N3O5SiTi
Source: OMol25
Level of theory: ωB97M-V with the def2-TZVPD basis set

The spin multiplicity is 3. The expectation value of S² is 2.01. The energy above the lowest of the compared OMol25 structures with the same formula, charge and spin is 1.5011 eV. As for the charge: -1.

Element x y z (Å)
C 3.1510 -2.5223 -3.0606
C 2.5390 -1.7689 -4.1997
H 2.6379 -3.4920 -2.9476
H 3.0314 -1.9586 -2.1280
H 4.2203 -2.7287 -3.2489
C 2.5676 -2.3023 -5.4376
C 3.0158 -3.6956 -5.7344
H 2.3341 -1.6990 -6.3170
H 2.5251 -4.4336 -5.0861
H 4.0995 -3.8354 -5.6225
H 2.7629 -3.9575 -6.7662
Ti 0.6125 0.1239 0.9079
Cl 1.8332 1.6268 -0.3578
C -0.5751 2.7592 1.1716
O -0.7564 1.4989 1.2146
N -1.4931 3.5711 0.6766
C -2.7847 3.0235 0.2754
C -1.0691 4.8674 0.1511
H 0.3667 3.1831 1.5268
H -3.2536 2.4927 1.1097
H -2.6902 2.3487 -0.5845
H -3.4013 3.8768 -0.0026
H -0.3785 5.3462 0.8618
H -1.9643 5.4851 0.0101
H -0.5517 4.7353 -0.8185
H -2.4547 2.1074 5.9771
H -1.9377 1.1410 8.4350
C -2.5902 1.0676 5.6525
C -2.2640 0.2010 7.9611
N -1.8894 0.1711 6.5584
H -2.1849 0.9341 4.6495
C -1.0494 -0.7716 6.0704
O -0.6965 -0.8482 4.8855
H -1.7725 -0.6443 8.4587
H -0.6826 -1.4843 6.8402
H -3.6630 0.8417 5.6539
H -3.3558 0.1126 8.0695
H -1.4084 -4.9141 3.3341
H 0.0815 -3.3708 0.1259
C -1.9972 -4.5352 2.4840
C -0.8714 -3.8591 0.3624
N -1.2894 -3.5184 1.7174
H -2.9303 -4.1305 2.8960
C -1.0778 -2.2989 2.2266
O -0.7186 -1.3086 1.5337
H -1.6120 -3.5322 -0.3785
H -1.2098 -2.1832 3.3079
H -2.2348 -5.3717 1.8192
H -0.7628 -4.9420 0.3029
O 0.8871 -0.5224 -2.9323
C 1.9560 -0.3932 -3.8932
C 0.5743 -0.1071 -5.9991
C 1.5081 0.4169 -5.1009
H 0.2383 -1.1396 -5.8653
C 0.0524 0.6915 -7.0229
H 2.7391 0.1511 -3.3407
C 1.9424 1.7409 -5.2428
H -0.6786 0.2596 -7.7017
C 0.4920 2.0042 -7.1681
C 1.4305 2.5281 -6.2746
H 2.6614 2.1247 -4.5143
H 0.0970 2.6167 -7.9721
H 1.7829 3.5535 -6.3803
Si -0.6692 0.0888 -2.7104
Cl 1.3328 -1.5946 -0.4942
C -1.7870 -0.6532 -4.0038
C -0.5375 1.9427 -2.8759
C -1.6665 -0.3502 -1.1986
H -1.8644 -0.0469 -4.9124
H -2.8017 -0.7337 -3.5901
H -1.4738 -1.6609 -4.2939
H -1.5885 -1.4096 -0.9563
H -2.7141 -0.1379 -1.4612
H -1.4738 0.2499 -0.2997
H -0.2811 2.2353 -3.9034
H 0.2566 2.3155 -2.2134
H -1.4846 2.4375 -2.6136
F 2.5480 1.5268 7.6702
C 2.3479 1.3007 6.3599
C 1.3682 2.0171 5.6776
F 0.6265 2.9413 6.3264
C 1.1234 1.7341 4.3475
F 0.1083 2.4209 3.7430
C 1.8110 0.7116 3.6736
O 1.5042 0.3210 2.4287
C 2.8211 0.0273 4.3702
F 3.4972 -0.9539 3.7251
C 3.0848 0.3156 5.6988
F 4.0218 -0.3778 6.3770

Mulliken atomic charge list, values in e, 5 entries:
1. C -1.60
2. C 0.61
3. H 0.27
4. H 0.22
5. H 0.34

(4)
Formula: C29H43N7O3PW
Source: OMol25
Level of theory: ωB97M-V with the def2-TZVPD basis set

As for the charge: +3. As for the energy: -2147.35811 Ha.

Element x y z (Å)
W -0.7132 -0.7078 0.1689
O 0.6770 -2.1748 0.6098
C 0.6394 -2.9275 1.8601
C -0.4340 -2.3481 2.7337
C -0.5729 -2.7682 4.0463
C -1.6198 -2.2682 4.8001
C -2.4972 -1.3548 4.2243
C -2.2842 -0.9727 2.9206
N -1.2667 -1.4517 2.1781
H 0.9923 -2.7258 -0.1209
H 1.6223 -2.8477 2.3219
H 0.4191 -3.9690 1.6213
H 0.1234 -3.4838 4.4628
H -1.7576 -2.5911 5.8236
H -3.3311 -0.9486 4.7788
H -2.9406 -0.2634 2.4318
N -2.2037 1.3197 -0.0392
N -3.5473 1.0686 -0.3787
C -3.9040 -0.2127 -0.5737
N -5.1105 -0.5857 -0.9200
N -2.8481 -1.0230 -0.3856
N -2.8348 -2.3386 -0.5743
O -1.6371 -2.7079 -0.3874
O -3.7517 -3.0358 -0.8520
H -2.1662 1.7912 0.8593
H -1.7829 1.9252 -0.7419
H -4.2058 1.8321 -0.4534
H -5.8514 0.0878 -1.0634
H -5.3293 -1.5655 -1.0413
C -1.9523 1.5380 -3.4137
C -1.3694 0.1276 -3.5426
C -0.9132 -0.0787 -4.9946
P -0.0451 -0.2406 -2.2863
C 1.0332 -1.4798 -3.1057
C 0.2905 -2.8107 -3.2228
C 2.3950 -1.6499 -2.4500
C 0.8988 1.2618 -1.9538
C 1.4877 2.0548 -2.9397
C 2.2482 3.1734 -2.6100
C 2.8826 4.0247 -3.6690
C 2.4074 3.4788 -1.2562
C 1.8376 2.7076 -0.2549
C 1.0820 1.5995 -0.6082
N 0.4984 0.7491 0.3785
C 1.0076 0.7025 1.7426
C 0.3207 1.3315 2.7941
C -0.7702 2.3464 2.5862
C 0.7313 1.0742 4.0956
C 1.8189 0.2559 4.3808
C 2.2460 0.0067 5.7943
C 2.5557 -0.2511 3.3109
C 2.1945 -0.0197 1.9924
C 3.1208 -0.4442 0.8945
H -2.6294 1.7154 -4.2492
H -1.1804 2.3060 -3.4517
H -2.5489 1.6891 -2.5153
H -2.1567 -0.6063 -3.3319
H -0.1053 0.6028 -5.2641
H -1.7514 0.1421 -5.6549
H -0.5936 -1.0951 -5.2114
H 1.2008 -1.0694 -4.1055
H 0.1565 -3.2814 -2.2435
H 0.8654 -3.5017 -3.8390
H -0.6978 -2.7178 -3.6752
H 2.3271 -2.0173 -1.4231
H 2.9691 -0.7238 -2.4305
H 2.9667 -2.3911 -3.0089
H 1.3720 1.7943 -3.9854
H 2.8043 3.5607 -4.6502
H 3.9380 4.1897 -3.4544
H 2.4005 5.0021 -3.7171
H 3.0018 4.3404 -0.9779
H 1.9948 2.9609 0.7859
H -0.7001 2.8257 1.6086
H -0.6735 3.1403 3.3253
H -1.7728 1.9264 2.7446
H 0.2118 1.5612 4.9135
H 1.4104 0.1001 6.4861
H 3.0007 0.7379 6.0912
H 2.6904 -0.9812 5.9078
H 3.4605 -0.8144 3.5124
H 3.6733 -1.3433 1.1675
H 3.8594 0.3435 0.7269
H 2.6161 -0.6056 -0.0527

Mulliken atomic charge list, values in e, 5 entries:
1. W 1.95
2. O -0.55
3. C -1.14
4. C 0.77
5. C -1.00